# 1
DFT (ωB97M-V/def2-TZVPD) results for a structure of composition C31H30HgN11O3P2S.

Geometry as XYZ:
```
79
Properties=species:S:1:pos:R:3:mulliken_charge:R:1
Hg 3.044 -0.955 -0.751 0.814
N 3.310 -0.965 3.594 -0.055
C 4.426 -0.508 2.935 0.392
N 5.481 -0.088 3.637 -0.500
N 6.358 0.303 2.707 -0.630
N 5.867 0.132 1.529 -0.662
N 4.642 -0.376 1.620 0.419
C 2.094 -1.312 3.098 0.388
N 1.074 -1.630 3.919 -1.142
N 0.072 -1.911 3.122 -0.412
N 0.461 -1.771 1.893 0.744
N 1.724 -1.385 1.823 -0.469
H 3.395 -0.973 4.597 0.234
O 0.441 0.007 -1.969 -0.593
P -0.589 0.620 -1.152 0.424
C -0.968 -0.184 0.454 -1.574
P -0.660 -2.012 0.202 1.723
O 0.485 -2.529 -0.539 -0.907
C -2.045 -2.071 -1.098 0.141
C -3.401 -1.888 -0.846 0.151
C -4.348 -2.109 -1.828 -0.944
C -3.959 -2.505 -3.095 -0.491
C -2.612 -2.652 -3.374 -0.742
C -1.671 -2.442 -2.384 -0.428
C -1.481 -3.214 1.328 0.239
C -2.617 -3.056 2.103 -0.001
C -3.038 -4.082 2.929 -0.902
C -2.323 -5.262 3.009 -0.431
C -1.173 -5.413 2.254 -0.811
C -0.763 -4.399 1.414 -0.512
C -2.121 0.937 -2.093 0.924
C -3.248 1.529 -1.544 -0.652
C -4.287 1.928 -2.363 -0.777
C -4.195 1.752 -3.736 -0.470
C -3.069 1.163 -4.285 -0.746
C -2.028 0.761 -3.466 -0.688
C -0.214 2.341 -0.659 1.505
C -0.771 2.953 0.454 -0.148
C -0.461 4.266 0.756 -0.908
C 0.395 4.981 -0.067 -0.431
C 0.927 4.383 -1.195 -0.529
C 0.630 3.065 -1.488 -0.841
H -2.009 -0.035 0.747 0.698
H -0.309 0.269 1.199 1.132
H -3.741 -1.572 0.131 0.144
H -5.399 -1.982 -1.600 0.379
H -4.701 -2.704 -3.858 0.376
H -2.291 -2.945 -4.364 0.436
H -0.618 -2.558 -2.589 0.370
H -3.165 -2.127 2.094 0.289
H -3.925 -3.954 3.534 0.376
H -2.650 -6.053 3.670 0.362
H -0.587 -6.316 2.336 0.394
H 0.142 -4.482 0.828 0.393
H -3.297 1.704 -0.478 0.300
H -5.162 2.396 -1.929 0.398
H -5.001 2.089 -4.376 0.364
H -2.986 1.033 -5.355 0.449
H -1.122 0.331 -3.867 0.482
H -1.439 2.395 1.093 0.289
H -0.891 4.732 1.633 0.372
H 0.654 6.004 0.179 0.364
H 1.584 4.943 -1.846 0.448
H 1.072 2.567 -2.336 0.304
C 4.821 3.239 2.048 -0.939
N 3.764 2.721 1.220 0.440
C 2.615 2.157 1.888 -0.983
C 3.914 2.523 -0.096 -0.213
O 3.085 2.030 -0.829 -0.357
H 4.391 3.880 2.820 0.312
H 5.506 3.829 1.445 0.258
H 5.392 2.433 2.517 0.353
H 1.859 2.925 2.080 0.413
H 2.925 1.706 2.828 0.602
H 2.188 1.388 1.243 -0.094
H 4.877 2.908 -0.483 0.217
S 1.887 0.506 -5.321 -0.589
C 2.619 -0.355 -4.185 0.408
N 3.219 -1.048 -3.460 -0.651
```

charge	-2
relative energy (zero: lowest compared OMol25 entry of this formula, charge and spin)	0.000	eV
LUMO energy (alpha / beta)	4.1 / 4.0	eV
multiplicity	2

---

# 2
DFT (ωB97M-V/def2-TZVPD) results for a structure of composition C3H4CrO3.

Geometry as XYZ:
```
11
Properties=species:S:1:pos:R:3:mulliken_charge:R:1
O 0.239 1.109 -0.829 -0.666
C 1.053 0.398 -1.630 0.848
C -0.024 0.356 1.103 0.046
O 2.257 0.671 -1.716 -0.693
O 0.511 -0.687 -2.083 -0.738
C -0.954 -0.702 1.094 -1.027
H 1.040 0.095 1.157 0.217
H -0.359 1.311 1.518 0.203
H -0.559 -1.726 1.075 0.254
H -1.910 -0.537 1.601 0.307
Cr -1.295 -0.289 -1.289 0.248
```

charge	-1
relative energy (zero: lowest compared OMol25 entry of this formula, charge and spin)	0.000	eV
LUMO energy (alpha / beta)	3.4 / 3.5	eV
multiplicity	6

---

# 3
DFT (ωB97M-V/def2-TZVPD) results for a structure of composition C17H31CuF5P2.

Geometry as XYZ:
```
56
Properties=species:S:1:pos:R:3:mulliken_charge:R:1
P 2.747 0.950 0.257 1.290
P 1.069 -1.572 -2.621 0.142
C 1.080 0.868 -0.518 0.768
C 0.460 -0.089 -1.532 -0.079
H 0.930 1.869 -0.933 0.721
H 0.435 0.850 0.382 -1.247
H -0.342 -0.602 -0.972 -0.679
H -0.079 0.563 -2.268 0.295
C 0.144 -1.030 -4.128 -1.168
H 0.283 -1.771 -4.929 0.419
H 0.565 -0.073 -4.472 0.360
H -0.943 -0.915 -3.960 0.305
C -0.345 -2.622 -2.049 -1.099
H -1.292 -2.072 -2.036 0.323
H -0.158 -2.991 -1.043 0.213
H -0.476 -3.478 -2.712 0.504
C 3.303 2.658 0.221 -1.339
H 4.392 2.635 0.373 0.413
H 2.848 3.251 1.036 0.374
H 3.072 3.164 -0.730 0.424
C 2.315 0.711 2.004 -1.182
H 1.867 -0.269 2.199 0.199
H 1.625 1.494 2.350 0.341
H 3.248 0.814 2.564 0.518
Cu -1.667 0.487 0.804 -0.592
C -3.333 -0.360 0.586 0.585
C -2.959 0.277 -0.618 -0.419
C -3.029 1.747 -0.884 -1.186
C -2.631 2.756 0.257 -1.064
C -1.519 2.366 1.151 -0.122
C -1.661 1.623 2.336 -0.047
C -2.930 0.991 2.850 -1.140
C -3.874 0.280 1.834 -0.946
C 3.632 -0.376 -0.518 -0.649
H -3.445 -1.447 0.590 0.548
H -2.753 -0.339 -1.502 0.424
H -4.049 1.995 -1.186 0.361
H -2.397 1.954 -1.760 0.343
H -2.266 3.643 -0.265 0.434
H -3.524 3.060 0.809 0.317
H -0.560 2.844 0.957 0.565
H -0.857 1.600 3.078 0.453
H -3.547 1.729 3.384 0.339
H -2.643 0.252 3.617 0.444
H -4.294 -0.546 2.426 0.387
H -4.689 0.973 1.608 0.354
H 3.103 -1.307 -0.347 -0.344
H 4.626 -0.447 -0.071 0.440
H 3.685 -0.229 -1.605 0.441
F 0.825 -3.354 1.772 -0.286
C 1.991 -2.962 1.235 -0.113
F 2.779 -2.480 2.231 -0.292
C 2.651 -4.013 0.387 0.776
F 3.005 -5.064 1.153 -0.311
F 1.802 -4.468 -0.581 -0.252
F 3.781 -3.530 -0.210 -0.261
```

relative energy (zero: lowest compared OMol25 entry of this formula, charge and spin)	0.000	eV
LUMO energy (alpha / beta)	0.0 / -0.1	eV
multiplicity	2

---

# 4
DFT (ωB97M-V/def2-TZVPD) results for the ion C5H9N2 with charge +1.

Geometry as XYZ:
```
16
Properties=species:S:1:pos:R:3:mulliken_charge:R:1
C -2.019 -1.287 0.629 -0.598
C -2.057 -0.234 -0.186 -0.016
N -1.172 0.868 -0.175 -0.206
C 0.027 1.398 0.024 0.225
N 1.313 1.076 0.292 -0.183
C 2.127 -0.069 0.201 0.146
C 1.803 -1.142 -0.540 -0.751
H -2.849 -1.964 0.529 0.288
H -1.266 -1.355 1.475 0.251
H -2.639 -0.086 -1.062 0.303
H -1.670 1.572 -0.674 0.227
H -0.060 2.568 -0.005 0.232
H 1.993 1.879 0.525 0.308
H 3.113 0.067 0.695 0.314
H 2.529 -1.981 -0.690 0.249
H 0.827 -1.308 -1.036 0.210
```

SMILES string	C=CN/C=[NH+]\C=C
charge	+1
relative energy (zero: lowest compared OMol25 entry of this formula, charge and spin)	3.927	eV
LUMO energy	-4.3	eV
multiplicity	1

---

# 5
DFT (ωB97M-V/def2-TZVPD) results for a cluster of 4 separate species, H8O3S2 in total.

Geometry as XYZ:
```
13
Properties=species:S:1:pos:R:3:mulliken_charge:R:1
S 2.025 -2.304 -2.374 -0.168
S 3.946 -2.079 -2.978 -0.163
H 2.029 -3.575 -1.857 0.170
H 4.514 -1.363 -2.020 0.160
O 1.212 6.336 2.663 -0.647
H 1.857 6.952 2.242 0.327
H 0.915 6.712 3.487 0.320
O -5.600 1.882 2.920 -0.686
H -4.692 2.260 2.921 0.331
H -5.936 2.088 2.046 0.329
O -5.866 -0.970 3.379 -0.656
H -5.886 0.001 3.349 0.376
H -6.688 -1.362 3.095 0.306
```

SMILES string	SS.O.O.O
relative energy (zero: lowest compared OMol25 entry of this formula, charge and spin)	0.563	eV
LUMO energy	0.5	eV
multiplicity	1

---

# 6
DFT (ωB97M-V/def2-TZVPD) results for an isolated molecule of C22H24N2O5.

Geometry as XYZ:
```
53
Properties=species:S:1:pos:R:3:mulliken_charge:R:1
C -6.917 0.115 -1.636 -0.759
O -5.769 0.645 -1.027 -0.318
C -4.808 -0.337 -0.714 -1.104
C -3.620 0.341 -0.043 0.824
C -3.942 0.921 1.337 -0.988
C -2.564 1.063 1.969 -0.677
N -1.800 -0.033 1.396 0.299
C -0.614 -0.372 1.925 -0.065
O -0.137 0.213 2.886 -0.710
C 0.128 -1.479 1.274 0.714
C 1.532 -1.656 1.375 0.016
C 1.780 -2.754 0.601 0.184
C 3.066 -3.336 0.116 -0.916
O 3.555 -2.601 -0.998 -0.547
C 3.703 -1.242 -0.744 0.061
C 4.805 -0.768 -0.087 -0.891
C 4.938 0.595 0.214 -0.814
C 3.941 1.483 -0.109 0.978
O 3.964 2.813 0.170 -0.446
C 5.073 3.337 0.857 -0.970
C 2.774 1.019 -0.787 0.927
C 1.711 1.887 -1.104 -1.088
C 0.599 1.423 -1.752 -0.546
C 0.516 0.078 -2.140 -0.441
C 1.532 -0.787 -1.845 -0.807
C 2.670 -0.349 -1.137 0.734
O 0.619 -3.205 0.099 -0.278
N -0.391 -2.415 0.516 -0.377
C -2.470 -0.624 0.258 -0.841
H -7.420 -0.605 -0.979 0.315
H -7.581 0.954 -1.831 0.246
H -6.672 -0.386 -2.581 0.303
H -5.244 -1.094 -0.043 0.419
H -4.478 -0.850 -1.632 0.505
H -3.274 1.145 -0.697 0.256
H -4.477 1.864 1.273 0.334
H -4.547 0.211 1.902 0.356
H -2.566 0.981 3.058 0.340
H -2.093 2.017 1.704 0.326
H 2.214 -1.046 1.927 0.551
H 2.915 -4.354 -0.249 0.379
H 3.800 -3.332 0.933 0.351
H 5.587 -1.452 0.209 0.472
H 5.832 0.918 0.722 0.442
H 4.870 4.401 0.975 0.249
H 5.186 2.879 1.845 0.376
H 5.998 3.207 0.286 0.358
H 1.796 2.923 -0.820 0.456
H -0.216 2.094 -1.982 0.431
H -0.353 -0.270 -2.680 0.458
H 1.483 -1.822 -2.148 0.483
H -1.781 -0.740 -0.581 0.217
H -2.850 -1.618 0.519 0.220
```

SMILES string	COC[C@H]1CCN(C(=O)c2cc(COc3ccc(OC)c4ccccc34)on2)C1
relative energy (zero: lowest compared OMol25 entry of this formula, charge and spin)	3.855	eV
LUMO energy	0.6	eV
multiplicity	1

---

Number 1: electronic energy -3261.74571 Eh. Number 2: electronic energy -1386.87546 Eh. Number 3: electronic energy -3488.57618 Eh. Number 4: electronic energy -305.08573 Eh. Number 5: electronic energy -1026.86534 Eh. Number 6: electronic energy -1338.38843 Eh.